(1)
This record from OMol25 describes a molecular structure, C33H32CuN9. The level of theory is the ωB97M-V functional and the def2-TZVPD basis.

Atoms and positions in Å:
Cu  1.3590  0.8339  -0.8571
C  -2.7098  2.2865  -1.2138
C  -1.4993  1.6431  -1.5279
N  -0.3315  2.0775  -1.1228
C  -0.2894  3.2184  -0.3781
C  -1.4356  4.0082  -0.1341
C  -2.6780  3.4700  -0.5376
C  -1.2954  5.2890  0.4666
C  -0.0405  5.7472  0.7712
C  1.1112  4.9589  0.5906
C  1.0203  3.6480  0.1022
N  1.9829  2.7388  -0.0707
C  3.3118  2.8555  0.0689
C  4.0461  3.6491  0.9492
C  5.4547  3.5924  0.9777
C  6.1739  2.7743  0.1499
C  5.4837  1.9319  -0.7610
C  6.1309  1.0408  -1.6414
C  5.3889  0.2863  -2.5031
C  3.9862  0.4008  -2.4808
N  3.3465  1.1890  -1.6520
C  4.0720  1.9647  -0.8041
H  -3.6477  1.8417  -1.5232
H  -1.4924  0.7468  -2.1366
H  -3.5902  4.0119  -0.3084
H  -2.1783  5.8906  0.6568
H  0.0687  6.7445  1.1861
H  2.0785  5.3638  0.8502
H  3.5286  4.2808  1.6561
H  5.9885  4.2217  1.6821
H  7.2580  2.7550  0.1865
H  7.2132  0.9603  -1.6199
H  5.8644  -0.4067  -3.1865
H  3.3668  -0.1952  -3.1447
C  -2.7211  -0.4545  2.3788
C  -1.9450  -1.0911  1.2583
N  -1.2096  -0.4154  0.4525
C  -0.4208  -1.3935  -0.4212
C  -0.9671  -2.7625  0.0084
N  -1.9242  -2.4436  1.0559
C  -2.6926  -3.3692  1.7285
N  -3.7660  -3.9417  0.8551
N  -4.0646  -5.2345  0.8786
N  -5.0136  -5.4913  0.0508
C  -5.3502  -4.3124  -0.5698
C  -6.3062  -4.0295  -1.5503
C  -6.4065  -2.7277  -1.9749
C  -5.5607  -1.7141  -1.4603
C  -4.6096  -1.9753  -0.5065
C  -4.5340  -3.3035  -0.0604
H  -2.5680  0.6210  2.3065
H  -2.3611  -0.7915  3.3567
H  -3.7968  -0.6637  2.3207
H  -0.6938  -1.1978  -1.4755
H  -1.3406  -3.4514  -0.7544
H  -3.1650  -2.8904  2.5858
H  -2.1107  -4.2394  2.0631
H  -6.9328  -4.8136  -1.9596
H  -7.1377  -2.4702  -2.7320
H  -5.6545  -0.7033  -1.8395
H  -3.9274  -1.2103  -0.1556
C  3.1972  -1.1490  0.7608
C  1.8614  -1.8574  0.5403
C  1.2460  -2.0705  1.9506
C  2.1783  -3.2409  -0.0692
N  1.0206  -1.0627  -0.3608
H  3.7728  -1.6453  1.5529
H  3.0162  -0.1098  1.0536
H  3.7964  -1.1555  -0.1517
H  2.0161  -2.4070  2.6648
H  0.4499  -2.8142  1.8992
H  0.8226  -1.1241  2.3078
H  2.8293  -3.8490  0.5886
H  2.6839  -3.0913  -1.0319
H  1.2426  -3.7725  -0.2350

The value obtained for the energy relative to the best compared isomer or geometry (same formula, charge and spin) is 0.240 eV. The net charge is -2. The calculation puts the gap between HOMO and LUMO at 0.128 Eh. The calculation puts the total energy at -92788.579 eV. The highest occupied orbital energy comes out at 1.10 eV. As for the spin multiplicity: 1.

=====

(2)
This record from OMol25 describes 9 unconnected molecules or ions with the total composition C19H56N8O9 in a non-equilibrium geometry. The level of theory is the ωB97M-V functional and the def2-TZVPD basis.

Atoms and positions in Å:
C  -4.5620  20.9265  -25.0055
O  -4.6049  19.9780  -23.9506
N  -5.6131  21.0926  -25.8017
N  -3.4896  21.4527  -25.4789
H  -6.4454  20.5925  -25.3821
H  -5.6141  21.6401  -26.6848
H  -2.5868  21.1781  -25.0188
H  -3.4744  22.2623  -26.0483
C  -4.9862  23.2302  -27.7064
O  -3.7614  23.5194  -27.0496
N  -6.0992  23.7916  -27.3533
N  -5.1479  22.2632  -28.5073
H  -6.0214  24.5476  -26.6350
H  -6.9933  23.5767  -27.7547
H  -4.2837  21.6971  -28.7359
H  -6.0687  21.9918  -28.9186
C  -8.4819  20.3758  -29.0710
O  -7.4710  21.2533  -29.4994
N  -8.2316  19.2698  -28.4016
N  -9.7838  20.6304  -29.1094
H  -7.2610  18.8982  -28.4682
H  -8.9886  18.6383  -28.0559
H  -10.1722  21.4060  -29.5457
H  -10.4783  20.0273  -28.8286
C  -2.4493  22.9768  -22.5918
O  -3.5303  22.3108  -22.0967
N  -1.3890  23.1063  -21.8529
N  -2.2855  23.4747  -23.7783
H  -1.3050  22.3726  -21.0925
H  -0.4767  23.5343  -22.0598
H  -3.0722  23.0769  -24.3672
H  -1.3245  23.3957  -24.2840
C  -9.8160  20.4574  -24.3225
C  -9.0923  20.4641  -25.6423
C  -8.7158  21.8841  -26.0686
O  -8.0414  19.7998  -25.6482
H  -9.8479  19.4687  -23.8669
H  -10.7875  20.8775  -24.3986
H  -9.2435  21.1157  -23.6354
H  -9.7622  19.9265  -26.3133
H  -8.0159  21.8559  -26.8689
H  -8.3065  22.5598  -25.3036
H  -9.6177  22.4037  -26.5059
H  -7.9069  19.5865  -26.5353
C  -1.7229  18.7540  -28.7451
C  -2.2255  20.0621  -28.1252
C  -2.0236  21.2349  -29.1207
O  -3.4376  20.0070  -27.7962
H  -2.1743  18.6590  -29.6895
H  -2.0438  17.9250  -28.0772
H  -0.6307  18.7453  -28.8152
H  -1.6473  20.1824  -27.2212
H  -0.9874  21.3369  -29.3415
H  -2.2984  22.2032  -28.7287
H  -2.5079  21.1030  -30.1140
H  -3.4126  20.4218  -26.8990
C  -7.6250  25.5072  -24.3051
C  -6.1318  25.3129  -24.4214
C  -5.6847  23.8310  -24.1539
O  -5.6105  25.6879  -25.4921
H  -7.7449  26.5536  -24.6448
H  -7.8740  25.4665  -23.2129
H  -8.2622  24.9057  -24.9386
H  -5.6250  25.9839  -23.6849
H  -5.6626  23.4700  -23.1265
H  -4.6804  23.6413  -24.5044
H  -6.3952  23.1426  -24.5707
H  -4.6706  25.9470  -25.2564
C  -0.7182  23.5438  -26.7038
C  0.4640  23.4412  -25.7937
C  1.1897  24.7842  -25.5453
O  0.1776  23.0016  -24.6723
H  -1.2648  22.5652  -26.6818
H  -0.3953  23.6396  -27.7224
H  -1.4440  24.3243  -26.6259
H  1.2068  22.7049  -26.1935
H  1.3781  25.3311  -26.4724
H  2.1869  24.6996  -25.1516
H  0.6037  25.4047  -24.7834
H  0.5586  22.1023  -24.5864
C  -6.2193  16.9356  -30.0805
C  -5.2412  18.0013  -29.5904
C  -4.9963  19.0326  -30.6765
O  -5.6300  18.5438  -28.5025
H  -6.9528  17.4065  -30.7349
H  -6.8018  16.3571  -29.3059
H  -5.6535  16.2096  -30.7188
H  -4.2470  17.5443  -29.3470
H  -4.4156  18.6038  -31.5571
H  -4.3894  19.8115  -30.2603
H  -5.9228  19.5206  -31.0559
H  -4.9028  19.1342  -28.2566

The value obtained for the energy relative to the best compared isomer or geometry (same formula, charge and spin) is 9.395 eV. The calculation puts the gap between HOMO and LUMO at 0.296 Eh. The calculation puts the total energy at -50953.772 eV. The highest occupied orbital energy comes out at -7.85 eV. As for the spin multiplicity: 1.

=====

(3)
This record from OMol25 describes a molecular structure, C23H22AuN11OS. The level of theory is the ωB97M-V functional and the def2-TZVPD basis.

Atoms and positions in Å:
Au  0.3737  -0.4122  -0.0687
C  4.8502  -0.8208  0.2710
C  3.5187  -1.1424  0.0163
N  2.6020  -0.1869  -0.0178
C  2.9679  1.0877  0.2048
C  4.2946  1.3713  0.4853
N  5.2257  0.4239  0.5151
C  1.9016  2.1159  0.1178
C  2.1267  3.4777  0.0998
C  1.0462  4.3557  -0.0119
C  -0.2397  3.8175  -0.1198
C  -0.4092  2.4489  -0.0982
N  0.6523  1.6437  0.0303
C  -1.7181  1.7606  -0.2549
C  -2.9399  2.4130  -0.1775
N  -4.0921  1.7758  -0.3465
C  -4.0473  0.4756  -0.5925
C  -2.8372  -0.2086  -0.6471
N  -1.6913  0.4375  -0.4848
C  1.2580  5.8192  -0.0350
C  2.3932  6.3670  -0.6201
C  2.5398  7.7468  -0.6189
N  1.6531  8.5734  -0.0729
C  0.5717  8.0450  0.4916
C  0.3247  6.6799  0.5304
H  5.6135  -1.5881  0.2865
H  3.1931  -2.1602  -0.1469
H  4.6256  2.3783  0.7053
H  3.1286  3.8722  0.1803
H  -1.0827  4.4763  -0.2662
H  -3.0008  3.4719  0.0388
H  -4.9869  -0.0415  -0.7396
H  -2.7968  -1.2766  -0.8149
H  3.1356  5.7488  -1.1079
H  3.4060  8.2059  -1.0793
H  -0.1284  8.7419  0.9358
H  -0.5592  6.3069  1.0309
O  -1.9943  -3.1264  2.1002
S  -1.4537  -2.0988  2.9715
N  -0.8929  -0.8679  2.2937
C  -1.7823  -6.6224  1.0877
C  -2.0172  -6.3056  -0.3855
C  -3.1470  -5.2969  -0.5776
C  -0.7319  -5.8609  -1.0849
N  -0.2316  -4.5617  -0.5908
C  -0.5414  -3.3341  -0.9765
N  0.1690  -2.5011  -0.2437
N  0.9233  -3.2529  0.5948
N  0.6819  -4.4865  0.3858
H  -2.6985  -7.0027  1.5379
H  -1.4884  -5.7316  1.6452
H  -1.0071  -7.3786  1.2147
H  -2.2903  -7.2302  -0.9014
H  -2.9595  -4.3834  -0.0041
H  -4.0848  -5.7121  -0.2118
H  -3.2899  -5.0422  -1.6313
H  -0.8849  -5.7484  -2.1574
H  0.0756  -6.5698  -0.9165
H  -1.2271  -3.0865  -1.7684

The value obtained for the energy relative to the best compared isomer or geometry (same formula, charge and spin) is 0.000 eV. The net charge is +2. The calculation puts the gap between HOMO and LUMO (spin up / spin down) at 0.266 / 0.209 Eh. The calculation puts the total energy at -57155.821 eV. The highest occupied orbital energy (spin up / spin down) comes out at -14.25 / -14.25 eV. As for the spin multiplicity: 3.

=====

(4)
This record from OMol25 describes a gas-phase ion, C8H13N4 (charge +1) in a non-equilibrium geometry. The level of theory is the ωB97M-V functional and the def2-TZVPD basis.

Atoms and positions in Å:
C  -3.3426  -1.4891  0.3906
C  1.4389  -0.3524  -0.6067
C  3.0909  0.0652  1.1095
C  3.3057  -1.8985  -0.6707
C  -3.6011  -0.0173  -1.5486
C  -4.0721  0.7810  0.9126
C  2.8510  -0.5174  -0.3547
C  -3.1347  -0.1036  -0.1002
N  -3.6944  -2.5048  0.8043
N  -1.7579  -0.0649  0.2310
N  -0.9004  -0.0811  -1.0341
N  0.2969  -0.1792  -0.7780
H  2.4838  -0.5903  1.8146
H  4.2026  -0.2463  1.1481
H  2.9403  1.0712  1.2711
H  3.0260  -2.6968  0.0690
H  2.8025  -2.0737  -1.5718
H  4.3440  -2.0134  -0.9836
H  -4.4596  0.5988  -1.5941
H  -2.6885  0.1330  -2.0816
H  -3.9593  -0.9762  -1.7580
H  -3.9540  1.7423  0.5518
H  -3.5311  0.6124  1.8626
H  -5.1618  0.4771  0.9095
H  3.2552  0.3081  -0.9574

The value obtained for the energy relative to the best compared isomer or geometry (same formula, charge and spin) is 8.319 eV. The net charge is +1. The calculation puts the gap between HOMO and LUMO (spin up / spin down) at 0.289 / 0.294 Eh. The calculation puts the total energy at -14453.039 eV. The highest occupied orbital energy (spin up / spin down) comes out at -14.68 / -14.69 eV. As for the spin multiplicity: 1.

=====

(5)
This record from OMol25 describes a molecular structure, CH5NO2 in a non-equilibrium geometry. The level of theory is the ωB97M-V functional and the def2-TZVPD basis.

Atoms and positions in Å:
C  -0.5531  -0.3325  0.0447
N  -0.9389  0.9198  -0.2425
O  -0.1247  -1.1049  -0.9011
O  1.4809  -0.6335  0.6715
H  0.9893  -1.1520  -0.3782
H  1.9750  0.1653  0.4451
H  -0.8833  -0.7156  1.0106
H  -1.2928  1.5334  0.4736
H  -0.6524  1.3200  -1.1236

The value obtained for the energy relative to the best compared isomer or geometry (same formula, charge and spin) is 1.928 eV. The calculation puts the gap between HOMO and LUMO at 0.380 Eh. The calculation puts the total energy at -6701.784 eV. The highest occupied orbital energy comes out at -9.66 eV. As for the spin multiplicity: 1.

=====

(6)
This record from OMol25 describes a single C6H8OS molecule in a non-equilibrium geometry. The level of theory is the ωB97M-V functional and the def2-TZVPD basis.

Atoms and positions in Å:
C  1.4856  -1.1834  1.4675
C  0.2987  -1.0108  0.9470
C  -0.1218  -1.3498  -0.4609
C  -0.5276  -0.0781  -1.2632
C  -1.2375  1.7559  -0.0769
C  -0.0153  2.1778  -0.3741
H  1.6908  -0.8561  2.4821
H  2.2996  -1.6499  0.8862
H  -0.4737  -0.5430  1.6035
H  0.6862  -1.8688  -0.9803
H  -1.0060  -2.0010  -0.4841
H  -0.8775  -0.4450  -2.2367
H  -1.9225  2.2661  0.6076
H  0.4717  3.0961  -0.0626
O  -1.6044  0.5518  -0.6015
S  0.8535  1.1381  -1.4536

The value obtained for the energy relative to the best compared isomer or geometry (same formula, charge and spin) is 1.547 eV. The calculation puts the gap between HOMO and LUMO at 0.316 Eh. The calculation puts the total energy at -19232.717 eV. The highest occupied orbital energy comes out at -7.75 eV. As for the spin multiplicity: 1.